[1]
C12H28BF2N3S4Ti | ωB97M-V with the def2-TZVPD basis set

gap between HOMO and LUMO (alpha / beta): 6.798 / 7.995 eV
lowest unoccupied orbital energy (alpha / beta): -5.54 / -5.54 eV
energy above the lowest of the compared OMol25 structures with the same formula, charge and spin: 127.8 kJ/mol

Geometry as ORCA input:
```
! RIJCOSX wB97M-V def2-TZVPD def2/J DEFGRID3
* xyz 2 3
Ti -0.567 -0.234 -0.864
C -3.117 1.031 -2.834
C -2.204 0.352 -3.829
S -0.461 0.608 -3.335
C 0.338 -0.875 -4.047
C 1.717 -1.031 -3.429
S 1.680 -1.148 -1.606
C 1.116 -2.875 -1.366
C 0.772 -3.107 0.094
S -0.299 -1.811 0.848
C -2.589 -0.645 2.676
C -2.412 0.556 2.150
S -3.039 0.493 -1.058
H -4.158 0.908 -3.130
H -2.891 2.096 -2.784
H -2.338 0.822 -4.804
H -2.403 -0.712 -3.917
H 0.430 -0.721 -5.122
H -0.295 -1.742 -3.867
H 2.331 -0.154 -3.637
H 2.224 -1.915 -3.812
H 1.936 -3.525 -1.674
H 0.253 -3.053 -2.006
H 1.682 -3.153 0.693
H 0.242 -4.052 0.191
H -1.866 -1.099 3.340
H -3.474 -1.232 2.470
H -1.534 1.156 2.364
H -3.181 1.015 1.547
F -3.225 -2.162 -0.220
B -2.515 -1.300 -0.920
F -1.846 -1.845 -2.011
N 2.822 0.411 5.036
C 3.054 0.660 3.570
C 1.747 0.603 2.756
N 1.960 0.695 1.329
H 3.686 0.515 5.571
H 2.459 -0.533 5.188
H 2.134 1.067 5.413
H 3.755 -0.091 3.208
H 3.516 1.640 3.467
H 1.092 1.425 3.062
H 1.225 -0.341 2.942
H 2.492 -0.089 0.972
H 2.430 1.554 1.066
C -0.497 4.115 0.138
C -0.360 2.705 -0.124
N -0.224 1.579 -0.309
H -0.452 4.676 -0.796
H 0.310 4.457 0.786
H -1.455 4.308 0.623
*
```

=====

[2]
C12H28BrN4O4 | ωB97M-V with the def2-TZVPD basis set

gap between HOMO and LUMO: 8.818 eV
lowest unoccupied orbital energy: 2.80 eV
energy above the lowest of the compared OMol25 structures with the same formula, charge and spin: 340.5 kJ/mol

Geometry as ORCA input:
```
! RIJCOSX wB97M-V def2-TZVPD def2/J DEFGRID3
* xyz -1 1
Br 39.756 10.676 18.403
C 36.739 8.636 17.660
C 36.156 7.245 17.760
O 35.079 6.870 17.238
N 36.848 6.426 18.432
C 36.393 4.989 18.707
H 36.909 9.102 18.656
H 36.094 9.431 17.122
H 37.682 8.826 17.332
H 37.725 6.649 18.767
H 35.899 5.011 19.771
H 37.054 4.326 19.029
H 35.686 4.585 18.129
C 40.832 14.232 17.110
C 42.029 14.143 18.190
O 42.446 15.131 18.718
N 42.443 12.980 18.522
C 43.483 12.573 19.406
H 40.689 15.234 17.049
H 40.080 13.836 17.705
H 41.136 13.918 16.284
H 41.755 12.062 18.547
H 44.229 11.766 18.984
H 43.075 12.216 20.414
H 44.123 13.255 19.613
C 40.144 13.818 21.674
C 38.857 14.466 20.965
O 38.609 15.575 21.414
N 38.191 13.699 20.058
C 37.096 14.179 19.198
H 40.333 14.372 22.569
H 41.052 13.908 21.126
H 40.111 12.786 21.843
H 38.449 12.910 19.765
H 36.410 13.522 19.412
H 37.214 14.007 18.242
H 36.945 15.362 19.530
C 40.983 6.739 17.317
C 40.385 6.406 18.724
O 40.506 5.298 19.304
N 39.727 7.327 19.458
C 39.219 7.293 20.726
H 40.639 7.597 16.782
H 40.592 5.927 16.641
H 42.107 6.575 17.208
H 39.932 8.224 19.194
H 38.294 6.576 20.645
H 38.854 8.244 21.055
H 39.794 6.864 21.371
*
```

=====

[3]
C12H28BrN4O4 | ωB97M-V with the def2-TZVPD basis set

gap between HOMO and LUMO: 8.960 eV
lowest unoccupied orbital energy: 2.90 eV
energy above the lowest of the compared OMol25 structures with the same formula, charge and spin: 209.2 kJ/mol

Geometry as ORCA input:
```
! RIJCOSX wB97M-V def2-TZVPD def2/J DEFGRID3
* xyz -1 1
Br 0.843 -0.212 -1.143
C -1.307 -2.589 1.605
C -0.564 -2.562 2.864
O -0.179 -3.587 3.437
N 0.007 -1.420 3.280
C 0.790 -1.397 4.453
H -1.158 -3.550 1.222
H -0.908 -1.744 0.640
H -2.358 -2.659 1.836
H -0.288 -0.680 2.543
H 1.600 -2.140 4.431
H 0.297 -1.540 5.438
H 1.012 -0.305 4.551
C 1.912 1.628 2.218
C 0.498 1.715 2.396
O 0.112 2.305 3.391
N -0.439 1.086 1.611
C -1.871 0.984 1.731
H 2.302 0.554 2.379
H 2.307 2.441 2.959
H 2.438 1.915 1.247
H 0.034 0.788 0.931
H -2.326 0.678 0.749
H -2.162 1.994 1.847
H -2.210 0.499 2.548
C -1.063 2.964 -1.509
C 0.046 3.946 -1.632
O -0.087 5.093 -1.456
N 1.150 3.273 -1.928
C 2.570 3.864 -1.991
H -0.962 2.124 -0.817
H -1.077 2.591 -2.484
H -2.121 3.396 -1.283
H 1.232 2.177 -1.729
H 2.600 4.785 -2.374
H 3.210 3.465 -2.677
H 3.084 3.972 -1.026
C 0.073 -3.795 -1.663
C -0.726 -3.498 -2.941
O -1.488 -4.314 -3.505
N -0.422 -2.338 -3.567
C -1.298 -1.757 -4.539
H 0.884 -2.931 -1.324
H 0.605 -4.760 -1.866
H -0.563 -4.210 -0.857
H 0.224 -1.803 -3.115
H -0.853 -1.586 -5.676
H -1.181 -0.704 -4.390
H -2.219 -2.156 -4.815
*
```

=====

[4]
C12H28CdN6O6S | ωB97M-V with the def2-TZVPD basis set

gap between HOMO and LUMO (alpha / beta): 4.951 / 4.948 eV
lowest unoccupied orbital energy (alpha / beta): 0.13 / 0.13 eV
energy above the lowest of the compared OMol25 structures with the same formula, charge and spin: 0.0 kJ/mol

Geometry as ORCA input:
```
! RIJCOSX wB97M-V def2-TZVPD def2/J DEFGRID3
* xyz 0 1
O -1.709 -1.003 -4.159
H -1.687 -1.230 -2.491
Cd 1.290 0.267 -1.353
N 2.388 -1.767 -1.495
N -0.136 -1.462 -1.422
N 1.111 2.658 -0.877
N -0.450 1.216 0.369
O 3.652 -1.797 -1.531
O 1.995 3.323 -1.565
O -1.559 0.365 0.684
O -1.549 -1.280 -1.495
C 0.264 -2.731 -1.367
C 1.670 -2.925 -1.522
C 0.233 3.375 -0.144
C -0.777 2.553 0.382
C 2.315 -4.254 -1.697
H 2.094 -4.657 -2.700
H 1.925 -4.967 -0.955
H 3.402 -4.167 -1.588
C -0.672 -3.871 -1.155
H -1.696 -3.597 -1.424
H -0.668 -4.179 -0.098
H -0.371 -4.744 -1.743
C 0.289 4.849 0.018
C -2.011 3.031 1.021
H 1.085 5.278 -0.595
H 0.485 5.122 1.065
H -0.662 5.320 -0.261
H -2.821 2.295 0.921
H -2.341 3.973 0.558
H -1.856 3.238 2.096
H 2.147 2.251 -2.645
H -1.633 -0.252 -0.103
C -2.636 -0.011 -4.464
H -2.191 0.800 -5.056
H -2.985 0.405 -3.518
H -3.494 -0.419 -5.004
O 2.105 1.283 -3.015
H -1.088 -1.128 -4.906
H 1.704 1.283 -3.899
C -1.060 0.420 4.715
N -0.671 0.227 3.324
C 0.595 0.168 2.907
S 1.114 0.910 1.403
N 1.589 -0.330 3.650
C 1.429 -1.195 4.815
H -0.363 1.090 5.245
H -1.118 -0.544 5.238
H -2.053 0.879 4.724
H -1.351 0.465 2.591
H 2.498 -0.275 3.195
H 2.332 -1.802 4.899
H 1.325 -0.599 5.729
H 0.566 -1.859 4.700
*
```

=====

[5]
C12H28Cl10O2 | ωB97M-V with the def2-TZVPD basis set

gap between HOMO and LUMO: 10.324 eV
SMILES string: ClCCCl.ClCCCl.ClCCCl.ClCCCl.ClCCCl.CO.CO
lowest unoccupied orbital energy: 0.37 eV

Geometry as ORCA input:
```
! RIJCOSX wB97M-V def2-TZVPD def2/J DEFGRID3
* xyz 0 1
Cl 1.565 0.232 3.420
C 2.089 -1.124 2.396
C 2.458 -0.653 0.992
Cl 3.898 0.364 1.021
H 1.227 -1.781 2.261
H 2.871 -1.660 2.922
H 1.595 -0.131 0.579
H 2.613 -1.525 0.357
Cl -0.521 -3.161 -0.071
C 0.505 -2.163 -1.094
C 1.136 -2.960 -2.235
Cl 2.223 -4.223 -1.581
H 1.339 -1.725 -0.546
H -0.052 -1.312 -1.487
H 1.699 -2.372 -2.951
H 0.318 -3.464 -2.753
Cl 1.837 0.306 -3.290
C 2.440 1.910 -3.747
C 1.628 2.983 -3.056
Cl -0.103 2.860 -3.386
H 2.334 1.964 -4.831
H 3.504 1.990 -3.541
H 1.965 3.970 -3.374
H 1.806 2.923 -1.982
Cl -4.003 0.282 -0.824
C -2.509 -0.433 -1.486
C -2.773 -1.162 -2.786
Cl -3.090 0.001 -4.087
H -2.121 -1.136 -0.749
H -1.828 0.399 -1.644
H -3.567 -1.899 -2.693
H -1.888 -1.710 -3.114
Cl -2.944 0.380 3.167
C -2.531 -1.180 3.945
C -2.712 -1.146 5.440
Cl -1.437 -0.185 6.189
H -1.551 -1.480 3.580
H -3.200 -1.923 3.501
H -2.725 -2.159 5.837
H -3.658 -0.658 5.666
C 0.163 3.639 0.060
O 1.351 2.954 0.453
H -0.584 2.940 -0.297
H -0.197 4.253 0.892
H 0.327 4.382 -0.730
H 1.928 3.587 0.888
C -0.389 -0.081 0.936
O 0.367 0.428 -0.173
H -0.094 -1.109 1.170
H -0.063 0.477 1.824
H -1.461 0.071 0.844
H 0.816 1.221 0.168
*
```

=====

[6]
C12H28Cl18INP | ωB97M-V with the def2-TZVPD basis set

gap between HOMO and LUMO: 5.752 eV
lowest unoccupied orbital energy: 1.84 eV

Geometry as ORCA input:
```
! RIJCOSX wB97M-V def2-TZVPD def2/J DEFGRID3
* xyz -1 1
C -2.229 -1.423 -0.719
C -1.309 -0.641 0.209
C -0.406 0.362 -0.463
N -1.433 -0.759 1.456
P -0.089 -1.237 2.624
I 1.477 -2.382 0.775
H -2.120 -2.466 -0.431
H -3.258 -1.142 -0.503
H -1.980 -1.323 -1.770
H -0.983 1.291 -0.471
H 0.491 0.558 0.113
H -0.206 0.127 -1.504
H -0.759 -2.461 2.739
H 0.895 -1.720 3.587
H 0.654 -0.030 2.429
H -0.835 -0.654 3.711
C 1.058 3.740 -2.133
Cl 1.799 3.170 -0.638
Cl -0.523 4.487 -1.852
H 1.708 4.475 -2.583
H 0.925 2.889 -2.791
C 4.723 5.506 -0.889
Cl 4.236 5.246 -2.569
Cl 3.580 6.548 -0.030
H 4.766 4.548 -0.391
H 5.695 5.984 -0.881
C -3.525 -4.532 -2.685
Cl -2.691 -5.455 -1.430
Cl -2.385 -3.683 -3.740
H -4.113 -5.217 -3.282
H -4.152 -3.791 -2.194
C -6.942 -3.877 -0.305
Cl -6.800 -5.563 -0.832
Cl -5.422 -2.999 -0.469
H -7.692 -3.390 -0.916
H -7.232 -3.866 0.738
C 1.600 -3.713 -3.993
Cl 2.932 -4.496 -3.129
Cl 1.112 -2.197 -3.241
H 1.924 -3.510 -5.006
H 0.749 -4.383 -3.991
C 3.654 9.450 -2.278
Cl 2.760 10.964 -2.082
Cl 5.366 9.638 -1.870
H 3.224 8.704 -1.622
H 3.581 9.138 -3.311
C -3.366 -4.745 3.649
Cl -4.634 -3.507 3.688
Cl -1.795 -4.112 4.128
H -3.648 -5.539 4.330
H -3.287 -5.123 2.637
C 7.380 2.306 -1.181
Cl 7.702 2.212 -2.917
Cl 5.652 2.332 -0.822
H 7.815 1.439 -0.700
H 7.827 3.215 -0.799
C -2.369 -1.801 7.326
Cl -1.579 -0.981 8.694
Cl -2.170 -0.941 5.807
H -1.928 -2.785 7.220
H -3.426 -1.884 7.552
*
```

=====

[7]
C12H28ClN4O4 | ωB97M-V with the def2-TZVPD basis set

gap between HOMO and LUMO: 6.611 eV
lowest unoccupied orbital energy: 2.40 eV
energy above the lowest of the compared OMol25 structures with the same formula, charge and spin: 307.3 kJ/mol

Geometry as ORCA input:
```
! RIJCOSX wB97M-V def2-TZVPD def2/J DEFGRID3
* xyz -1 1
Cl 10.306 12.955 24.739
C 10.822 8.402 20.980
C 10.668 7.296 22.069
O 10.981 6.138 21.735
N 10.267 7.668 23.296
C 10.077 6.784 24.452
H 10.066 8.279 20.204
H 11.778 8.260 20.474
H 10.730 9.410 21.383
H 10.123 8.651 23.477
H 9.166 7.075 24.975
H 10.930 6.809 25.131
H 9.964 5.754 24.115
C 15.675 9.967 25.444
C 16.080 10.865 26.585
O 16.924 10.475 27.405
N 15.419 12.016 26.637
C 15.672 12.987 27.713
H 14.761 10.152 24.879
H 15.613 8.938 25.799
H 16.511 9.975 24.745
H 14.674 12.186 25.977
H 14.797 13.086 28.356
H 16.011 13.954 27.344
H 16.475 12.614 28.350
C 12.634 20.196 20.873
C 12.809 19.210 22.023
O 12.091 19.177 22.995
N 13.824 18.353 21.857
C 14.079 17.249 22.804
H 12.073 21.088 21.153
H 12.166 19.792 19.975
H 13.585 20.552 20.477
H 14.440 18.422 21.059
H 15.157 17.091 22.782
H 13.604 16.385 22.338
H 13.631 17.353 23.792
C 9.574 13.226 31.404
C 9.525 11.940 32.151
O 8.861 11.868 33.145
N 10.217 10.864 31.598
C 10.669 10.712 30.239
H 9.216 13.060 30.388
H 10.623 13.523 31.420
H 9.013 14.002 31.925
H 10.389 10.061 32.186
H 11.666 10.280 30.160
H 10.782 11.647 29.689
H 10.095 10.044 29.597
*
```

=====

[8]
C12H28F3N8O5PS2 | ωB97M-V with the def2-TZVPD basis set

gap between HOMO and LUMO: 8.772 eV
SMILES string: CC(C)C[C@@]1(C(F)(F)F)[C@@](S)([PH2]=O)C(=O)N[C@@]1(N)S.NC(N)=O.NC(N)=O.NC(N)=O
lowest unoccupied orbital energy: -0.15 eV

Geometry as ORCA input:
```
! RIJCOSX wB97M-V def2-TZVPD def2/J DEFGRID3
* xyz 0 1
C 0.103 -3.001 -1.789
C -1.283 -2.111 -1.782
C -1.999 -2.396 -3.267
C -1.059 -0.490 -1.701
C -0.274 0.044 -0.364
C -0.847 -0.708 0.987
F -2.337 -0.924 0.961
F -0.529 0.079 2.224
F -0.262 -2.066 1.217
C 1.355 0.334 -0.479
S 2.521 -0.420 0.775
P 2.250 0.059 -2.140
O 2.117 1.291 -3.164
C 1.626 1.966 -0.232
O 2.715 2.698 -0.523
N 0.340 2.433 0.428
C -0.744 1.640 -0.328
N -2.018 2.018 0.389
S -0.860 2.598 -1.931
H 0.587 -3.134 -2.852
H -0.108 -4.038 -1.255
H 0.906 -2.401 -1.140
H -2.041 -2.547 -0.994
H -2.743 -1.548 -3.575
H -2.472 -3.488 -3.324
H -1.107 -2.363 -4.058
H -2.144 0.007 -1.670
H -0.570 -0.163 -2.724
H 3.650 0.454 0.843
H 3.672 -0.120 -1.817
H 1.861 -1.122 -2.866
H 0.304 2.379 1.469
H -2.839 1.439 0.107
H -1.905 2.085 1.425
H -2.261 2.599 -2.227
N -4.177 1.664 -4.976
C -4.793 1.358 -3.820
N -6.134 1.450 -3.860
O -4.184 1.024 -2.816
H -4.661 1.941 -5.813
H -3.167 1.608 -4.989
H -6.637 1.229 -3.010
H -6.653 1.724 -4.677
N 4.003 -2.876 3.914
C 3.161 -3.346 4.852
N 1.864 -3.064 4.631
O 3.542 -3.977 5.825
H 3.708 -2.355 3.106
H 4.988 -3.066 4.043
H 1.197 -3.400 5.313
H 1.531 -2.546 3.835
N 1.730 2.577 3.994
C 3.035 2.252 4.030
N 3.823 3.169 4.620
O 3.469 1.210 3.565
H 1.354 3.430 4.372
H 1.102 1.914 3.559
H 4.812 2.964 4.668
H 3.484 4.033 5.008
*
```

=====

[9]
C12H28N2O2P2 | ωB97M-V with the def2-TZVPD basis set

gap between HOMO and LUMO: 8.206 eV
SMILES string: CP(C)[C@H]1NC(=O)C[C@H]1[PH2]=O.CCN(CC)CC
lowest unoccupied orbital energy: 0.18 eV

Geometry as ORCA input:
```
! RIJCOSX wB97M-V def2-TZVPD def2/J DEFGRID3
* xyz 0 1
C 2.875 -3.411 0.066
P 1.131 -2.634 0.048
C -0.263 -3.924 0.246
C 0.853 -1.456 -1.429
N 1.687 -0.190 -1.135
C 2.634 0.230 -2.279
O 3.083 1.460 -2.569
C 2.966 -1.228 -3.022
C 1.420 -1.841 -2.918
P 1.046 -3.549 -3.685
O 2.169 -3.787 -4.814
H 3.375 -3.511 -0.998
H 3.643 -2.826 0.768
H 2.840 -4.512 0.507
H 0.054 -5.037 -0.003
H -1.218 -3.663 -0.418
H -0.671 -3.965 1.367
H -0.294 -1.264 -1.635
H 2.386 -0.305 -0.345
H 3.412 -1.196 -4.114
H 3.678 -1.716 -2.199
H 0.778 -1.120 -3.619
H 0.948 -4.637 -2.747
H -0.209 -3.413 -4.425
C -1.108 0.195 1.514
C -1.038 1.654 1.069
N -2.293 2.391 1.230
C -2.283 3.699 0.562
C -1.305 4.750 1.083
C -2.883 2.385 2.571
C -2.041 2.933 3.717
H -1.904 -0.342 0.986
H -0.161 -0.306 1.291
H -1.278 0.103 2.590
H -0.766 1.646 0.006
H -0.212 2.141 1.598
H -3.295 4.122 0.578
H -2.067 3.533 -0.502
H -1.648 5.190 2.017
H -1.227 5.568 0.358
H -0.299 4.350 1.228
H -3.161 1.352 2.817
H -3.842 2.918 2.551
H -1.001 2.597 3.676
H -2.454 2.592 4.672
H -2.054 4.024 3.739
*
```